ORCA calculation (ωB97M-V/def2-TZVPD) on a molecular structure, C40H93AlBrN2O9.

molecular weight = 853.08 g/mol

```
! RIJCOSX wB97M-V def2-TZVPD def2/J DEFGRID3
* xyz -1 1
O 2.65411 -0.23073 2.31288
H 5.40195 -2.76721 8.37818
H 1.89720 -4.32396 -5.54043
H 3.61588 -3.24271 -9.10036
H 4.29641 -0.97858 0.58895
H 3.40938 -0.00783 6.02512
C -4.31934 -0.62614 0.15563
C -2.45451 -0.43638 -3.01670
H 3.34579 -2.18652 2.43679
H -8.33303 -0.81854 -2.63032
H -2.61062 4.43091 -0.89811
O 5.86764 -0.29555 7.38739
O -8.23167 3.03970 -4.31713
C 3.48964 -0.59501 -1.37204
H 2.46673 -1.52686 3.84973
C -8.33385 2.63290 -6.74115
H 4.37411 -1.15519 -1.69112
H 1.56900 4.58489 -0.51962
C 4.19034 -2.43822 -8.63941
H 0.75199 -2.44826 -6.73451
C 4.40953 2.75216 9.38483
C -7.36259 -0.87945 -2.13150
Br -7.83652 -1.75314 -0.42618
C 2.40526 -0.06756 0.92682
H -4.31872 0.17237 -3.82956
H -8.83733 4.81102 -5.21067
H 1.18985 2.99878 9.84156
C -9.00688 4.21940 -4.30156
O 4.29587 -5.30412 1.10255
H -0.31370 4.66530 -1.75813
C 2.43703 2.78016 -1.30758
C -8.53048 2.10184 -5.33036
H 4.58315 4.48616 8.07519
O -6.43276 0.58618 2.50756
C -1.44579 -0.06216 -4.09710
H 5.07314 1.98303 9.77911
H 3.09656 2.54302 -0.46375
O 2.71147 -2.03240 -6.71118
H -5.89812 -1.26575 -3.66270
H -0.81898 2.02895 -0.41007
H 5.63947 -4.80661 2.49098
H 5.37928 -7.80073 1.86196
H 6.59013 -6.71956 1.16234
Al -4.81503 0.71655 -1.30896
H 0.91556 4.67756 9.34933
H 4.30519 -3.35853 -6.68910
H 1.56066 -1.98955 2.40026
H -9.54787 1.70947 -5.20967
C 4.50563 -2.15489 8.26781
O 3.78153 3.31554 10.52413
C 5.94498 -6.88271 2.02681
H 1.96281 0.92535 0.81092
C 5.03842 -5.68285 2.24553
H -1.97684 0.27314 -4.98975
H -4.49652 -1.65760 -0.16940
H 1.78395 -5.80346 1.94558
H 2.64416 -1.28579 -1.46856
H -3.25784 -0.54914 0.40240
H 1.57864 -2.87924 -8.22609
C 3.68716 -0.21052 0.10194
H 3.94411 -7.15881 0.24147
H 4.37200 -5.86037 3.09800
H 3.81957 -2.38971 9.08252
H 3.96577 -0.06528 8.17374
H 3.87308 -1.49434 -9.08504
H 2.47891 4.64706 11.24076
C 2.50354 -1.56164 2.76000
H -4.35443 3.24286 -1.58046
H 1.58996 -7.33238 1.07569
C 2.06419 1.45476 -1.97450
H -8.61234 4.79732 -3.46559
H 6.42739 -0.14865 5.47498
C -2.19626 3.65934 -0.23997
H -11.01095 4.92950 -3.97277
O -1.77278 -0.51384 -1.74962
C -6.76501 0.50286 -1.89450
H -1.76051 2.34073 -1.85840
C 1.24313 3.56553 -0.74686
H -0.85930 0.80366 -3.73737
H -5.44129 2.98170 -0.20586
C 4.01226 -2.39859 -7.13040
H 1.48226 1.64372 -2.87860
C -10.49440 3.97684 -4.10184
H -7.33073 3.04690 -6.85322
C 1.65940 3.88199 9.40630
C 4.33528 0.33762 5.56214
H -6.85445 1.01896 -2.86598
H -1.66859 4.15460 0.58556
C -4.52923 2.62057 -0.69144
H 2.71047 -7.22965 2.42984
H 6.57284 -7.03575 2.90567
H 1.66187 -0.80127 0.58572
C -3.67194 0.48306 -2.99805
C -1.19974 2.83304 -1.05402
C 3.28225 0.58018 -2.32842
H -10.66084 3.36663 -3.21326
C 5.21535 3.74194 8.56184
H -10.94628 3.46833 -4.95522
H -7.07198 -2.57971 -3.45571
H 1.95899 3.64051 8.38581
H 0.97749 3.12183 0.21920
H 4.46410 1.39256 5.81128
C -6.47306 -1.83157 -2.92837
H -3.33343 1.49763 -3.27511
H 0.20182 3.24977 -2.64052
H -8.45812 1.82252 -7.46119
H 5.27294 -0.43061 9.28841
N -5.87855 0.50557 1.46172
O -5.00644 -0.51688 1.44680
H 3.03230 3.38596 -1.99954
H 0.09397 -0.88367 -5.14733
H -7.84666 1.27244 -5.14700
H 4.66778 -1.63930 -6.70300
H -1.21789 0.27292 -1.66838
C 2.83316 4.33451 10.25793
H 2.94936 -5.80673 -0.28072
C -3.33539 2.77075 0.28632
H 3.31999 5.20428 9.80136
H -9.05543 3.41251 -6.99256
H -0.03122 -1.43863 -3.64321
H 5.39076 -1.53191 5.78999
H 5.24132 -2.60203 -8.88232
C 5.53767 -0.46943 6.01746
H 3.67307 2.24526 8.75130
H 1.40628 0.89456 -1.29998
H 4.26008 0.72006 0.16955
H 3.14922 0.18044 -3.33754
H 2.64712 -4.83781 -7.05876
H -2.89212 1.79029 0.51047
H 4.21239 0.24913 4.48153
N -0.58706 -1.20480 -4.46326
H -2.75774 -1.46496 -3.24266
C -0.01632 3.61897 -1.63609
H 5.93514 4.26546 9.19309
H -3.68503 3.17215 1.24258
C 2.31084 -6.68329 1.57411
H -7.43550 1.04604 -1.21865
H 5.75920 3.20671 7.78233
C 1.79060 -4.31779 -6.62589
C 4.86285 -0.67887 8.30878
H 4.01544 -2.43375 7.33397
H 4.18853 1.19687 -2.34372
H -5.78132 -2.37011 -2.27926
C 1.66388 -2.89185 -7.13323
C 3.39811 -6.27602 0.59469
H 0.89371 -4.88026 -6.88704
*
```


ORCA calculation (ωB97M-V/def2-TZVPD) on a molecular structure, C40H94Cl8O4S4.

molecular weight = 1051.08 g/mol

```
! RIJCOSX wB97M-V def2-TZVPD def2/J DEFGRID3
* xyz 0 1
H -9.02372 -6.77539 -3.68030
S 8.84458 6.85644 -3.71696
H -6.20036 -7.00339 8.44277
H -5.78864 -8.46628 13.23858
H -6.88445 -6.27643 -1.74227
C -6.66167 1.56782 0.90036
H 2.91426 6.89057 -6.03777
H 3.57046 5.61516 -5.01255
C 0.56467 -1.91626 -0.68660
H 6.00293 2.21836 1.49402
Cl 2.20989 -2.07212 -6.72517
H -5.69200 -5.55640 9.23708
H 7.29567 2.18194 4.92889
C -6.79291 -0.96405 0.69711
C -5.32408 -6.51347 8.86728
C -6.12910 0.24150 1.42937
H 6.76117 7.91189 -10.22582
H 4.15638 4.43737 -7.32035
H 7.14123 2.80343 2.69455
C 6.71076 7.43465 -9.24715
H -4.98384 -8.18931 -1.32632
O 8.68989 -2.18262 2.70054
H -6.48653 4.97670 3.30102
H -5.90383 -6.48037 11.62423
H 6.77561 5.51300 -10.16572
C 6.49978 1.43879 4.97769
H 1.11549 5.47558 -0.35914
H 8.73507 5.09850 -2.12158
H 7.74863 7.53095 -8.92834
H 0.47617 0.18309 -1.13028
H -7.79507 4.07120 1.16739
H 1.15436 -2.78900 -0.96711
C 9.14841 -2.57429 0.01633
H 7.96107 8.82763 -2.66092
H 5.22783 5.73027 -6.83670
H -5.24509 5.50952 2.17401
H 2.78039 6.15076 -8.85213
H 6.09874 8.06900 -8.60596
C 4.75509 5.84298 -9.60736
H 2.90874 -1.32048 -2.10807
H 2.60474 1.47876 -2.58770
C -6.71172 4.16300 1.24506
C -5.06388 -7.37438 -2.04574
S 8.45782 -3.22418 1.60558
Cl 0.53626 -1.23061 -8.94225
C -6.01869 2.79954 1.57067
H 2.32161 5.70908 0.90970
H -5.07779 0.19547 1.14523
H -3.30375 -6.50944 -1.13384
C 2.54681 -0.48572 -1.50784
H -6.63984 -7.83552 10.90106
Cl 0.33531 0.22966 5.66511
H 6.77090 8.06938 -3.74280
Cl -2.34367 1.42375 6.16577
H -7.06492 -8.59668 -3.80476
H -7.86233 -1.08573 0.86923
H -1.26285 -2.25650 1.58490
C 1.40713 8.79527 1.32220
H -4.24101 -7.02023 7.11104
H -6.61945 -0.97163 -0.37897
H 6.55246 -3.93749 0.28443
H -7.46617 -8.96855 -2.17978
C 1.44770 6.14997 0.43013
H -10.83046 -8.52270 -4.13851
C 0.76133 -1.68152 0.83868
H 8.61575 -1.63426 -0.12762
H -6.38109 4.47629 0.25480
H -3.77883 -6.98582 10.24280
H -5.89064 -5.34758 6.37719
C 3.22319 5.84542 -6.01976
H 0.07444 -2.67890 2.61581
H 1.81588 -1.83814 1.06560
C -4.86823 -5.13661 6.69069
H -0.43708 -2.16617 -1.03610
H 8.13448 9.09410 -4.35200
H 4.49751 4.81563 -9.86488
C -9.81797 -8.79404 -3.83963
C 3.79295 6.26555 -8.46528
S 1.53654 7.82728 -0.28600
H -4.46955 -8.42687 9.61741
H -3.35329 -5.99423 8.15843
H 4.49479 6.44772 -10.47605
C 6.65098 -3.28888 1.15490
H -4.16960 -7.94572 12.69055
H -4.20158 -5.17391 5.82913
C -7.45065 -8.14328 -2.89167
Cl 0.12360 3.04580 6.33622
H 2.82498 -0.69912 -0.47576
H 0.55969 -0.84895 -2.49604
C -6.30021 5.25077 2.26263
H -9.29536 -7.50774 -2.13612
H -6.28557 -1.82853 1.12534
C -4.34990 -6.26775 -1.32158
H -9.75158 -9.80496 -3.43748
H 6.87989 0.43528 4.78640
C -5.67022 -7.47506 11.24460
C -0.23271 -2.61253 1.57209
Cl -0.93413 2.15381 3.83035
H 0.67969 -0.65116 1.18480
C -4.73707 -7.43506 9.98189
H -6.94126 6.13031 2.20273
O 10.27538 7.34686 -3.45233
C 7.81953 8.34343 -3.62716
H 0.46758 8.80940 1.87460
H -9.41620 -8.80052 -4.85287
C 1.02304 -0.67309 -1.52522
O 4.41009 2.98296 3.89687
H 0.72140 6.07546 1.23947
H 6.05351 1.44052 5.97215
H -6.21086 2.62399 2.62914
H 3.00776 1.35201 -0.90082
H -4.93391 2.87689 1.49739
C -5.11733 -8.38797 12.38342
Cl 3.26601 -0.52462 -8.93594
C -4.34623 -6.12880 7.72940
H 2.36244 5.17682 -6.03355
H 1.65364 9.82660 1.06981
Cl 1.30615 0.71153 -7.22160
H -4.78388 -5.88146 -0.39934
H -4.50864 -7.76650 -2.89782
O 2.90841 7.98579 -0.92045
H -6.42790 -6.23402 -3.30914
H 2.23604 8.46643 1.94899
C 3.14282 0.86406 -1.86610
H 7.14257 5.69153 -2.52144
H -6.30062 0.09662 2.49600
H -4.66490 -4.18294 7.17779
H -0.11037 -3.61532 1.16277
H 9.02878 -3.21707 -0.85581
H 6.60950 5.39655 -8.51861
H -6.56101 1.68243 -0.17891
H -4.26108 -5.35705 -1.91390
C -8.93710 -7.72004 -3.14343
C -6.49538 -6.95889 -2.49790
C 6.23881 5.99664 -9.34962
C 1.86487 -0.76338 -7.89308
H 7.01094 1.05937 2.26960
C 6.46397 1.98408 2.45352
H 3.93041 7.34136 -8.35649
H 6.23609 -2.32980 0.84488
H 8.15898 6.73974 -1.44990
C 4.20125 5.50952 -7.12910
C -0.67744 1.68329 5.48723
H -7.73335 1.56034 1.09924
H 10.21153 -2.40582 0.18809
S 5.13390 1.61722 3.70569
H 6.03193 -3.72561 1.93856
H 4.21504 0.90210 -2.05847
C 8.15166 6.00897 -2.25861
H -4.95691 -9.39249 11.99189
*
```


ORCA calculation (ωB97M-V/def2-TZVPD) on 4 unconnected molecules or ions with the total composition C40H96N11O5P4S.

molecular weight = 967.24 g/mol

```
! RIJCOSX wB97M-V def2-TZVPD def2/J DEFGRID3
* xyz 1 1
C -9.78044 -5.13998 3.63946
C -0.28459 -3.57962 5.07982
H -8.35312 -3.01511 5.64456
H -2.11935 5.25298 -7.28779
N 0.18993 6.35401 -5.47349
N 5.35964 4.72438 -1.02129
H -6.84288 -3.72258 3.70904
C 0.63123 6.68548 -4.12145
O -2.65046 -3.47043 5.54944
C -3.76077 -3.62381 3.43545
H 7.20261 7.51323 -2.71183
H 1.82710 -2.31116 -0.06813
H -5.61014 -5.24865 6.63666
C 2.50278 -2.45205 -0.90813
H 0.98642 4.13786 -9.23154
H 3.76798 5.13485 -2.36679
H 1.78797 -2.91962 7.68837
H 2.16764 1.14948 -1.54748
H -2.31056 -4.60138 0.78172
H -3.96499 -6.41748 4.87344
H 2.10636 -1.88617 6.32850
C -6.51469 -5.63068 4.76602
H 1.56172 7.25972 -4.13652
H -1.06083 -2.25547 3.53423
N -8.68048 -4.53068 4.16371
C -3.96684 -7.50306 0.87424
H -1.97994 -2.69103 -3.31568
H -11.89579 -4.89286 4.06801
C -9.06244 -3.62830 5.11349
C -10.87276 -4.62755 4.27516
H -7.25446 -6.03239 5.45850
H -0.02170 -0.35916 2.77088
S 0.74845 -5.89691 3.85164
H 7.34395 8.34273 1.02586
H 0.23407 5.70556 -9.60321
H 6.04563 4.27671 2.84596
H -3.23919 -3.82202 2.49659
H -4.98516 -7.84829 0.71459
C -3.90109 -6.67286 2.17741
H 3.14353 -2.59612 -3.59610
P 0.53443 4.82693 -6.04687
H -1.74001 -6.07363 4.86915
H 7.82763 5.92433 -2.23600
H -3.31927 -8.37872 0.95718
H 0.54511 -3.47520 -4.91744
H -0.69351 -1.46234 5.09511
C -3.97712 -5.42003 5.31438
H 1.69843 5.66735 -8.68997
C 0.76340 -1.11598 2.67072
C 1.06841 -3.69466 5.77686
H -0.12929 7.26679 -3.59633
N -0.52780 -4.63419 3.97091
H -5.93755 -1.79486 4.01821
H -5.51126 -3.86275 5.60099
H 0.26434 -6.73881 4.77555
H 5.91736 3.08711 -2.19020
H 2.50116 -3.51903 -1.17045
O 0.90642 -1.89498 3.84572
H -3.47328 -5.52572 6.28071
N -0.04104 5.10576 -7.62990
H -1.16385 7.24447 -6.84705
H 2.96039 -0.82914 -3.78770
H 6.05776 3.27643 1.37771
H 6.33668 4.64933 -2.90549
C -4.95392 -1.52317 4.39806
H -4.77837 -3.97106 3.26732
C -5.40444 -4.94567 5.60890
H 6.18719 8.95030 -0.17152
H -6.10405 -6.49298 4.24042
H 4.73192 4.40017 1.69046
C 3.13065 5.65490 -6.75532
H 8.73749 7.33538 -1.83202
H -1.88805 -2.21584 -5.01409
C -1.87460 -5.33592 4.07951
H -0.42278 -4.15253 3.07478
H -0.61622 8.27748 -5.55695
O 0.01466 -2.75370 -1.60366
H 1.14715 -4.62093 6.34850
H -9.73112 -5.87866 2.85798
C -3.80858 -2.09194 3.56262
H 3.76309 3.50699 -1.65411
C -1.38947 -3.69510 6.11926
H 3.15425 3.08523 -5.79536
H 0.80497 5.78413 -3.53448
H -4.83892 -1.82109 5.44122
H -7.26636 -5.14799 2.80374
H -1.31715 -4.65975 6.64409
C 0.57761 -2.37844 -4.96662
N 6.52822 5.31794 1.07614
H -1.48290 -6.05601 0.24117
H 1.02033 0.38149 -0.44609
H -1.25281 -2.93848 6.88592
H 2.30301 3.54406 -4.31145
O 4.53398 6.98489 -0.49540
C 1.10763 0.93388 -1.38208
H -4.46588 -5.75871 1.99419
C 3.11050 -1.63567 -3.06685
H -1.54062 3.59653 -7.53988
C -7.29098 -4.71010 3.80458
H -0.59394 -4.92483 1.22567
P -2.11543 -6.39418 2.50216
H 0.48366 7.89777 -6.88844
H 0.17104 -2.06112 -5.93012
H 0.49373 -1.74309 1.81297
C 0.76328 5.13701 -8.83392
C -3.05125 -4.43224 4.54847
H 1.25252 0.78999 -4.39514
H 3.28533 4.88454 -0.68222
H 1.68011 -0.57597 2.44845
H 7.92017 8.97756 -0.51073
N 2.23388 5.01046 -5.81904
P 5.70949 6.15453 -0.11820
C -1.58212 -5.35876 1.07136
H 8.15487 4.86708 2.30432
H 4.09723 -1.46343 -2.62841
H -4.90314 -0.43321 4.39705
H -4.35616 -7.28365 2.95229
C 2.91420 3.92340 -5.12696
C 7.95576 5.35207 1.34704
N 7.06073 7.06322 -0.63000
H -2.88585 -1.64186 3.91155
H 4.08184 5.87281 -6.26292
C -10.42347 -3.66483 5.20859
H 3.34323 5.02806 -7.62976
P 0.38922 -1.48173 -2.31321
C -1.61019 -1.92190 -4.00338
C -0.29611 7.48950 -6.24032
H 7.26491 3.97886 -1.53408
C 3.97823 4.56166 -1.45478
H 0.36262 2.01470 -3.49478
C -0.36303 -2.21623 4.37639
H -11.03261 -3.05746 5.85568
H -3.94973 -1.71500 2.54438
C 1.35157 -2.53484 6.77139
H 3.84735 4.28644 -4.68880
C -1.40403 4.63848 -7.84743
H -2.13711 -0.98602 -3.78155
H 3.50672 -2.18634 -0.56508
H -3.60556 -6.93787 0.01748
C 0.40704 0.95007 -3.72288
C 6.26562 4.09794 -1.95940
C 5.80909 4.26401 1.77956
N 2.10240 -1.61444 -2.02801
H 8.34040 6.36444 1.43575
H 0.49572 -1.89391 6.96394
N 0.54455 0.17648 -2.49346
H 1.61668 -2.06387 -4.98560
H 2.73950 6.61954 -7.08637
H 0.57662 1.87895 -1.24707
N -0.16899 -1.73688 -3.90489
C 7.71576 6.95568 -1.91680
C 7.12368 8.39785 -0.04685
H 8.52387 4.82562 0.57522
H 1.89538 -3.69244 5.07454
H -0.51118 0.72956 -4.25813
H -1.66836 4.71465 -8.90097
O 0.41279 3.35354 -5.85663
*
```


Computed orbital gap (eV) in order:
6.7851; 8.7415; 6.6663
Computed total energy (hartree) in order:
-5182.84141; -7155.38091; -4323.42782
Computed max |F| (eV Å⁻¹) in order:
0.52; 4.05; 5.66